{
  "formula": "C36H74O40S12",
  "method": "wB97M-V/def2-TZVPD",
  "gap_ev": 9.97,
  "homo_energy_ha": -0.369,
  "e_lumo_ev": -0.080,
  "symbols": ["C", "C", "C", "S", "O", "O", "C", "H", "H", "H", "H", "H", "H", "H", "H", "C", "C", "C", "S", "O", "O", "C", "H", "H", "H", "H", "H", "H", "H", "H", "C", "C", "C", "S", "O", "O", "C", "H", "H", "H", "H", "H", "H", "H", "H", "C", "C", "C", "S", "O", "O", "C", "H", "H", "H", "H", "H", "H", "H", "H", "C", "C", "C", "S", "O", "O", "C", "H", "H", "H", "H", "H", "H", "H", "H", "C", "C", "O", "S", "O", "O", "O", "H", "H", "H", "H", "C", "C", "O", "S", "O", "O", "O", "H", "H", "H", "H", "C", "C", "O", "S", "O", "O", "O", "H", "H", "H", "H", "C", "C", "O", "S", "O", "O", "O", "H", "H", "H", "H", "C", "C", "O", "S", "O", "O", "O", "H", "H", "H", "H", "C", "C", "O", "S", "O", "O", "O", "H", "H", "H", "H", "C", "C", "O", "S", "O", "O", "O", "H", "H", "H", "H", "C", "C", "O", "O", "H", "H", "H", "H", "H", "H"],
  "xyz": [[2.128495, -0.903029, 13.071554], [0.903405, -1.645339, 13.622364], [-0.298995, -1.151619, 12.803494], [0.206095, 0.235201, 11.658684], [-0.773195, 1.317971, 11.861564], [0.443365, -0.414439, 10.357284], [1.836395, 0.527411, 12.544384], [2.524605, -1.456249, 12.220004], [2.909965, -0.770659, 13.819814], [0.870095, -1.420249, 14.688344], [0.935925, -2.719319, 13.438984], [-1.019675, -0.633279, 13.435984], [-0.814795, -1.903299, 12.205984], [1.549765, 1.217231, 13.338174], [2.577435, 1.084601, 11.971254], [-7.618205, 2.517561, -5.493396], [-8.871855, 1.518811, -5.375136], [-9.851715, 1.841851, -6.524936], [-9.721345, 3.654051, -6.767186], [-10.456215, 4.307791, -5.663736], [-10.020905, 3.919271, -8.173026], [-7.997715, 3.767281, -6.333476], [-6.703345, 1.994841, -5.772476], [-7.519655, 2.989151, -4.515646], [-9.316555, 1.786741, -4.416726], [-8.583655, 0.468371, -5.334876], [-10.928705, 1.702231, -6.431716], [-9.509275, 1.492031, -7.498836], [-7.761705, 4.754311, -5.935756], [-7.535385, 3.761871, -7.320546], [-0.618045, 2.059011, -0.201206], [0.047325, 1.961251, 1.219404], [-0.309985, 0.636471, 1.892264], [-0.391285, -0.634399, 0.487304], [-1.745095, -1.265229, 0.564184], [0.912895, -1.357209, 0.482324], [-0.275195, 0.642751, -0.834826], [-0.307395, 2.924571, -0.786356], [-1.696615, 2.161861, -0.081876], [-0.207095, 2.845011, 1.804494], [1.129175, 1.957841, 1.086384], [-1.301185, 0.699871, 2.341284], [0.350185, 0.214331, 2.649944], [-0.823675, 0.317731, -1.718936], [0.752405, 0.763671, -1.177586], [-8.486215, -2.119109, 1.977944], [-9.831045, -2.821029, 1.680794], [-9.592065, -4.259249, 2.145144], [-8.423305, -4.266899, 3.601164], [-7.230735, -5.027859, 3.219294], [-9.185975, -4.642189, 4.777004], [-8.149335, -2.459689, 3.441474], [-8.646835, -1.046909, 1.865374], [-7.673655, -2.332539, 1.283464], [-10.236065, -2.820179, 0.668834], [-10.595855, -2.292429, 2.249804], [-9.103715, -4.705739, 1.278974], [-10.443835, -4.910099, 2.342544], [-7.175355, -2.118049, 3.791864], [-8.840135, -2.015419, 4.158064], [5.143575, -7.311699, -5.969456], [4.174755, -8.346479, -5.457076], [2.768355, -7.998729, -5.965816], [2.863035, -6.113389, -6.335506], [1.891675, -5.385169, -5.574176], [2.841855, -5.999359, -7.775876], [4.591945, -5.938199, -5.729526], [5.254245, -7.460629, -7.043546], [6.110715, -7.526959, -5.515146], [4.088975, -8.353799, -4.370486], [4.523445, -9.370909, -5.587636], [2.080035, -8.036259, -5.121476], [2.219125, -8.537249, -6.738106], [4.466605, -5.750139, -4.663206], [4.982805, -5.078479, -6.273786], [2.972135, -6.675469, 5.947724], [2.692175, -5.805939, 7.230394], [1.680325, -6.507669, 7.801344], [1.845795, -8.142259, 7.581334], [0.575465, -8.530069, 6.915844], [2.220165, -8.875639, 8.783224], [3.030885, -7.970479, 6.531174], [3.930955, -6.438799, 5.486474], [2.199515, -6.555159, 5.188324], [2.269165, -4.853379, 6.911334], [3.431245, -5.694709, 8.023824], [1.955485, 3.635021, -9.333526], [1.508685, 2.398061, -8.529936], [0.282625, 2.610951, -7.950196], [-0.334255, 4.032351, -8.387506], [-0.928225, 4.740571, -7.230456], [-1.163955, 3.923601, -9.591036], [1.100835, 4.654321, -8.786896], [1.748495, 3.556781, -10.400826], [2.975735, 3.923381, -9.080456], [2.168735, 2.338901, -7.664526], [1.424955, 1.525791, -9.178186], [-3.842615, -8.469139, -3.242856], [-4.637625, -7.200409, -3.529626], [-5.408235, -7.565269, -4.636286], [-4.634185, -8.601579, -5.650076], [-3.533115, -7.980899, -6.355196], [-5.628305, -9.369649, -6.395346], [-4.059225, -9.403689, -4.301596], [-4.147875, -8.878829, -2.280016], [-2.771615, -8.312639, -3.114136], [-3.963365, -6.400479, -3.835556], [-5.301385, -6.839869, -2.743796], [6.921935, 5.635131, 4.295524], [5.761675, 6.558531, 3.946204], [5.194635, 6.930311, 5.212894], [5.475795, 5.875241, 6.455344], [4.568615, 4.747211, 6.346374], [5.658505, 6.593601, 7.684924], [6.883325, 5.442011, 5.685634], [7.937745, 5.924331, 4.026104], [6.752885, 4.617521, 3.943384], [5.036465, 6.134161, 3.251894], [6.167395, 7.476941, 3.521914], [10.058175, 2.562161, -6.196416], [9.926405, 1.056011, -5.871666], [9.617715, 1.047781, -4.520046], [8.751305, 2.415001, -4.013346], [9.461285, 3.124761, -2.978336], [7.303035, 2.070421, -3.834846], [8.951755, 3.155221, -5.500066], [9.858445, 2.821521, -7.236096], [10.940165, 3.057571, -5.790496], [10.886595, 0.622141, -6.150766], [9.158205, 0.563121, -6.467506], [-5.911665, 8.331061, 4.539954], [-5.403955, 7.482701, 3.406494], [-4.424315, 6.618471, 3.845424], [-4.455815, 6.418631, 5.477954], [-3.125465, 6.767891, 5.926424], [-5.014415, 5.114921, 5.771194], [-5.604135, 7.547821, 5.730594], [-6.972855, 8.569881, 4.469534], [-5.426915, 9.294261, 4.699194], [-5.084775, 7.955861, 2.477874], [-6.220475, 6.832741, 3.091924], [0.140505, 10.347161, -4.026446], [0.124525, 9.674801, -2.718496], [1.349335, 8.922841, -2.576666], [2.520735, 9.280141, -3.761856], [3.110835, 8.038601, -4.318296], [3.423425, 10.339411, -3.310746], [1.285555, 9.839651, -4.695746], [0.015025, 11.426561, -3.941246], [-0.705175, 10.000171, -4.620166], [-0.642435, 8.903561, -2.789606], [-0.017525, 10.317561, -1.849726], [9.409535, -3.955209, 0.410864], [7.953135, -3.458539, 0.235824], [6.976095, -4.525409, 0.300904], [9.795865, -4.895889, -0.634056], [9.540675, -4.320389, 1.429464], [10.114555, -3.127329, 0.335764], [7.902265, -2.989859, -0.746956], [7.805505, -2.691469, 0.996024], [6.125985, -4.105459, 0.150684], [8.998875, -5.377329, -0.867776]],
  "forces_ev_per_angstrom": [[1.2, 0.6, -0.8], [-0.1, 0.7, -0.9], [-0.4, 1.4, 0.4], [-0.5, -1.1, 0.3], [1.7, -1.2, -0.7], [-0.2, 1.4, 1.3], [-2.0, -0.3, 0.3], [0.3, -0.1, 0.1], [0.1, -0.4, 0.0], [-0.6, -0.2, -0.1], [0.6, 0.1, 0.4], [-0.2, -0.2, 0.0], [0.2, 0.1, 0.0], [-0.1, -0.1, 0.3], [0.0, -0.7, -0.4], [-1.5, 0.5, 0.7], [0.0, 1.2, -0.2], [0.8, 1.2, -0.2], [-1.5, -0.3, 1.2], [0.7, -0.6, -1.6], [0.4, 0.3, 1.4], [0.8, -0.5, -1.8], [-0.1, 0.4, -0.2], [0.5, -0.7, 0.3], [-0.3, -0.3, -0.1], [0.1, 0.2, -0.2], [0.2, -0.4, 0.4], [0.0, -0.4, 0.1], [-0.3, -0.3, 0.4], [0.3, -0.2, -0.1], [-0.4, -2.1, 1.0], [0.5, 0.1, -0.7], [-0.9, -0.5, -0.8], [0.3, 0.7, 1.3], [3.0, 0.9, -0.7], [-2.7, 0.6, -0.1], [-0.1, 1.2, -0.3], [0.4, -0.3, 0.0], [-0.1, -0.1, 0.1], [-0.1, -0.2, 0.2], [0.1, 0.3, -0.1], [-0.1, -0.3, -0.2], [0.3, 0.3, -0.3], [-0.4, 0.1, 0.3], [0.2, -0.7, 0.4], [-0.6, 0.7, 0.0], [0.0, -0.2, 1.0], [0.2, -0.4, -0.4], [-0.3, -0.7, -1.8], [-1.1, 1.0, 0.6], [0.7, 0.6, -0.4], [0.1, 0.0, 0.3], [0.1, 0.1, 0.3], [0.0, -0.5, 0.1], [0.6, 0.1, -0.2], [0.0, -0.2, 0.4], [0.5, -0.4, 0.4], [-0.1, 0.4, 0.4], [0.2, -0.5, -0.3], [-0.4, 0.0, -0.2], [1.0, -0.6, -0.6], [-1.0, -0.6, 0.5], [-0.6, 1.4, 1.1], [0.0, -2.5, -0.8], [0.2, 0.3, 0.5], [0.4, 0.3, 0.2], [-1.5, 0.2, 0.3], [0.1, 0.0, -0.1], [0.1, 0.5, 0.0], [0.3, 0.6, 0.2], [-0.1, 0.0, -0.9], [-0.1, 0.1, 0.1], [0.8, 0.2, -0.5], [0.2, 0.3, 0.0], [0.3, -0.2, 0.1], [1.2, 1.6, 1.2], [0.5, 0.8, -2.0], [-2.2, -2.8, 1.7], [-4.0, -0.5, 0.0], [3.4, 0.7, 1.4], [0.1, 1.7, -2.3], [0.0, -1.2, 0.1], [0.1, -0.4, 0.2], [-0.3, -0.3, 0.3], [0.3, 0.2, 0.2], [0.9, 0.2, -0.8], [-1.0, 0.1, 0.4], [2.1, -0.5, -0.4], [-2.8, 1.3, 0.4], [-2.4, 1.8, 0.2], [2.0, -2.0, -2.7], [1.8, -0.2, 2.1], [-0.8, 0.5, 0.4], [0.3, 0.0, 0.0], [-0.1, -0.1, -0.3], [0.4, -0.8, -0.4], [0.5, -0.2, 0.3], [0.7, -0.3, 1.3], [1.1, 0.3, -0.6], [-1.2, -0.1, -2.6], [-0.6, -0.3, 0.9], [-1.4, -0.6, 1.1], [2.1, 1.5, 2.0], [-0.4, 0.1, -1.5], [-0.4, -0.6, -0.3], [0.0, 0.3, -0.4], [0.0, 0.2, 0.2], [0.1, -0.3, -0.1], [-0.4, -1.8, 0.0], [0.6, 0.8, 0.4], [-0.9, 0.0, 1.1], [0.3, -0.5, -3.3], [1.2, 1.6, 0.5], [0.1, -0.9, -1.7], [-0.1, 0.3, 3.4], [-0.3, 0.4, 0.0], [0.0, 0.1, -0.8], [-0.1, -0.1, 0.4], [-0.3, 0.1, 0.0], [-1.1, 0.1, 0.1], [0.6, 1.6, -1.7], [-0.8, 0.7, 2.3], [-2.3, -0.8, -1.5], [-0.7, -1.2, -1.3], [4.5, 1.0, -0.6], [-0.9, -0.5, 2.1], [0.4, -0.2, 0.0], [0.4, -0.5, -0.3], [0.1, -0.5, 0.8], [-0.2, 0.2, 0.0], [0.9, 0.8, 0.9], [-1.9, -0.6, -1.6], [1.5, -0.5, 1.8], [0.4, -0.9, -1.1], [-2.2, -0.1, -0.1], [0.7, 2.0, -0.1], [0.4, -0.6, -0.1], [0.0, -0.6, 0.2], [0.4, -0.1, -0.3], [0.3, 0.5, 0.4], [-0.4, 0.1, -0.1], [-0.4, 0.3, -1.2], [0.2, -1.9, 1.3], [2.1, 0.2, -0.5], [-0.9, -0.7, 0.8], [-2.1, 3.4, 1.4], [-2.0, -1.9, -0.9], [2.1, 0.3, -1.1], [0.9, 0.2, -0.3], [0.1, 0.1, -0.1], [-0.1, 0.1, 0.7], [0.1, 0.0, -0.1], [-0.7, -0.5, -0.8], [0.9, -0.2, -0.3], [1.0, 0.6, 0.2], [-0.3, 0.8, 1.1], [0.0, -0.7, 0.0], [-0.3, 0.2, -0.2], [-0.1, 0.1, -0.1], [-0.3, 0.0, 0.2], [-0.1, -0.1, 0.0], [-0.1, -0.2, 0.0]]
}